Here is a 2-piece molecular cluster, C3H9BNO2 overall from the Open Molecules 2025 dataset. Energies are from ωB97M-V/def2-TZVPD.

## Properties
HOMO (spin up / spin down) = -12.022 / -12.022 eV
Lowest unoccupied orbital energy (spin up / spin down) = -0.173 / -0.173 Eh
Energy above the lowest of the compared OMol25 structures with the same formula, charge and spin = 344.9 kJ/mol
Frontier orbital gap (spin up / spin down) = 7.3 / 7.3 eV
E_tot = -349.48602 Eh

Geometry as ORCA input:
```
! wB97M-V def2-TZVPD RIJCOSX def2/J DEFGRID3
* xyz 1 1
B 0.85 1.69 -0.27
C 1.08 -0.56 0.22
C 1.97 0.32 0.99
C 0.26 0.38 -0.53
N -0.85 -0.22 -1.24
O 1.79 1.57 0.81
O 0.43 2.87 -0.74
H 1.72 -0.96 -0.55
H 0.46 -1.23 0.89
H -0.60 0.24 2.54
H 2.73 -0.09 1.80
H -0.33 0.65 2.06
H -0.70 -1.26 -1.40
H -0.92 0.17 -2.17
H -1.81 -0.23 -0.73
H 0.65 3.66 -0.36
*
```

Results of the Mulliken charge analysis, in e, for atoms 1 through 4:
1. B 0.47
2. C -0.52
3. C -0.08
4. C -0.34

Here is a 2-piece molecular cluster, C5H14N overall from the Open Molecules 2025 dataset. Energies are from ωB97M-V/def2-TZVPD.

## Properties
HOMO = -12.305 eV
Lowest unoccupied orbital energy = -0.309 Eh
Energy above the lowest of the compared OMol25 structures with the same formula, charge and spin = 631.2 kJ/mol
Frontier orbital gap = 3.9 eV
E_tot = -253.17785 Eh

Geometry as ORCA input:
```
! wB97M-V def2-TZVPD RIJCOSX def2/J DEFGRID3
* xyz 1 1
C -1.89 0.55 -0.52
C -0.71 0.57 -1.53
C 0.55 -0.09 -0.90
C 0.88 0.57 0.52
C 2.11 -0.22 1.22
N -2.05 -0.56 0.34
H -1.89 1.54 0.16
H -2.90 0.70 -1.08
H -0.49 1.66 -1.85
H -0.96 0.02 -2.46
H 1.50 0.11 -1.42
H 0.24 -1.23 -0.64
H 0.11 0.62 1.31
H 1.19 1.68 0.46
H 3.03 -0.23 0.68
H 2.24 0.02 2.25
H 1.79 -1.37 1.21
H -2.61 -1.32 0.03
H 1.53 -2.35 0.97
H -1.68 -0.66 1.26
*
```

Results of the Mulliken charge analysis, in e, for atoms 1 through 4:
1. C -0.54
2. C -0.68
3. C -0.39
4. C -0.50

Here is one molecule with the formula C22H28N2O6 from the Open Molecules 2025 dataset. Energies are from ωB97M-V/def2-TZVPD.

## Properties
HOMO = -8.442 eV
Lowest unoccupied orbital energy = 0.020 Eh
Energy above the lowest of the compared OMol25 structures with the same formula, charge and spin = 75.7 kJ/mol
Frontier orbital gap = 9.0 eV
E_tot = -1416.09589 Eh

Geometry as ORCA input:
```
! wB97M-V def2-TZVPD RIJCOSX def2/J DEFGRID3
* xyz 0 1
C 7.11 4.57 1.79
C 6.11 3.84 2.67
O 5.46 2.79 1.96
C 4.41 3.13 1.20
O 3.99 4.26 1.11
C 3.82 1.97 0.49
C 2.71 2.19 -0.32
C 2.13 1.14 -1.00
C 2.64 -0.16 -0.86
N 2.01 -1.18 -1.56
C 2.24 -2.52 -1.53
O 3.11 -3.08 -0.92
C 1.23 -3.28 -2.40
O 0.02 -2.60 -2.60
C -0.81 -2.44 -1.51
C -0.56 -2.92 -0.24
C -1.48 -2.70 0.78
C -2.65 -2.01 0.54
C -3.65 -1.74 1.63
N -3.94 -0.32 1.71
C -4.90 0.03 2.74
C -5.22 1.52 2.61
O -5.69 1.83 1.32
C -2.90 -1.52 -0.74
C -2.00 -1.72 -1.77
O -2.12 -1.24 -3.04
C -3.33 -0.65 -3.45
C -4.44 -1.68 -3.67
C 3.75 -0.38 -0.05
C 4.33 0.68 0.62
H 7.63 5.32 2.38
H 7.83 3.88 1.38
H 6.59 5.07 0.97
H 5.35 4.54 3.05
H 6.61 3.35 3.51
H 2.33 3.19 -0.42
H 1.27 1.30 -1.63
H 1.22 -0.89 -2.14
H 1.67 -3.39 -3.40
H 1.08 -4.28 -1.99
H 0.34 -3.46 -0.02
H -1.26 -3.08 1.77
H -4.59 -2.25 1.39
H -3.28 -2.15 2.58
H -3.07 0.19 1.86
H -5.81 -0.55 2.55
H -4.54 -0.19 3.76
H -6.00 1.81 3.31
H -4.31 2.11 2.82
H -5.14 1.32 0.70
H -3.81 -0.96 -0.90
H -3.65 0.12 -2.74
H -3.09 -0.17 -4.40
H -5.33 -1.18 -4.04
H -4.68 -2.19 -2.75
H -4.12 -2.42 -4.40
H 4.15 -1.37 0.05
H 5.19 0.51 1.25
*
```

Results of the Mulliken charge analysis, in e, for atoms 1 through 4:
1. C -1.11
2. C -0.25
3. O -0.35
4. C 0.64

Here is one molecule with the formula C6H7NS from the Open Molecules 2025 dataset. Energies are from ωB97M-V/def2-TZVPD.

## Properties
HOMO (spin up / spin down) = -7.623 / -7.624 eV
Lowest unoccupied orbital energy (spin up / spin down) = -0.006 / -0.006 Eh
Energy above the lowest of the compared OMol25 structures with the same formula, charge and spin = 188.1 kJ/mol
Frontier orbital gap (spin up / spin down) = 7.4 / 7.5 eV
E_tot = -685.69825 Eh

Geometry as ORCA input:
```
! wB97M-V def2-TZVPD RIJCOSX def2/J DEFGRID3
* xyz 0 1
C -0.87 -2.00 0.04
C -0.22 -0.68 0.08
C 1.18 -0.49 0.02
C 1.79 0.78 -0.04
C 0.93 1.92 0.11
C -0.42 1.69 0.01
N -1.03 0.41 0.05
S -2.89 0.24 -0.03
H -0.65 -2.57 0.82
H -1.95 -1.95 0.06
H -0.52 -2.49 -0.97
H 1.63 -1.46 -0.01
H 2.79 1.01 -0.18
H 1.16 2.98 0.06
H -0.94 2.61 -0.02
*
```

Results of the Mulliken charge analysis, in e, for atoms 1 through 4:
1. C -1.40
2. C 0.93
3. C -0.52
4. C -0.44

Here is a 2-piece molecular cluster, C3H9NS overall from the Open Molecules 2025 dataset. Energies are from ωB97M-V/def2-TZVPD.

## Properties
HOMO (spin up / spin down) = -13.538 / -13.514 eV
Lowest unoccupied orbital energy (spin up / spin down) = -0.131 / -0.308 Eh
Energy above the lowest of the compared OMol25 structures with the same formula, charge and spin = 103.3 kJ/mol
Frontier orbital gap (spin up / spin down) = 10.0 / 5.1 eV
E_tot = -572.28053 Eh

Geometry as ORCA input:
```
! wB97M-V def2-TZVPD RIJCOSX def2/J DEFGRID3
* xyz 1 2
C -0.16 -3.44 0.59
N 0.42 -2.53 1.28
H 0.30 -3.99 -0.23
H -1.21 -3.67 0.76
H -0.27 -2.33 2.01
C -0.31 2.41 0.71
S -0.19 0.71 0.00
C 0.51 1.11 -1.63
H -0.47 2.33 1.78
H 0.59 2.93 0.40
H -1.12 2.91 0.18
H 0.97 2.10 -1.66
H -0.32 1.12 -2.34
H 1.27 0.36 -1.84
*
```

Results of the Mulliken charge analysis, in e, for atoms 1 through 4:
1. C -0.22
2. N -0.52
3. H 0.27
4. H 0.22

Here is C23H45IInN4 as an isolated structure from the Open Molecules 2025 dataset. Energies are from ωB97M-V/def2-TZVPD.

## Properties
HOMO = -4.246 eV
Lowest unoccupied orbital energy = 0.070 Eh
Frontier orbital gap = 6.1 eV
E_tot = -1610.12931 Eh

Geometry as ORCA input:
```
! wB97M-V def2-TZVPD RIJCOSX def2/J DEFGRID3
* xyz -1 1
C -4.01 0.98 -6.03
C -3.89 -0.11 -4.95
C -2.45 -0.60 -4.73
I -2.15 -2.51 -5.70
In -1.80 -0.73 -2.58
C 0.44 -0.70 -2.57
C 1.13 0.42 -3.37
C 0.51 1.80 -3.16
C 1.22 0.04 -4.86
H -5.04 1.11 -6.38
H -3.65 1.95 -5.65
H -3.39 0.71 -6.90
H -4.53 -0.95 -5.26
H -4.29 0.27 -4.00
H -1.76 0.06 -5.26
H -2.39 -2.21 -1.79
H -2.48 0.65 -1.68
H 0.76 -1.68 -2.96
H 0.73 -0.63 -1.51
H 2.17 0.51 -3.00
H 0.67 2.14 -2.12
H 0.95 2.54 -3.84
H -0.58 1.78 -3.33
H 0.96 0.89 -5.52
H 0.55 -0.80 -5.10
H 2.24 -0.28 -5.14
C -1.41 5.14 1.24
C -1.66 3.65 1.00
C -1.35 3.20 -0.43
C -2.17 3.83 -1.45
N -2.83 4.24 -2.31
H -2.07 5.75 0.61
H -1.61 5.40 2.28
H -0.38 5.41 1.01
H -2.69 3.40 1.25
H -1.03 3.06 1.67
H -1.52 2.13 -0.54
H -0.30 3.39 -0.67
C -0.07 -0.33 0.35
C -0.02 -1.20 1.60
C -1.31 -1.14 2.42
C -1.61 0.21 2.89
N -1.81 1.30 3.22
H -0.19 0.73 0.61
H 0.85 -0.42 -0.22
H -0.90 -0.61 -0.30
H 0.82 -0.90 2.24
H 0.16 -2.24 1.33
H -1.24 -1.79 3.30
H -2.15 -1.48 1.82
C 4.65 -0.47 2.29
C 5.62 0.42 1.52
C 4.97 1.73 1.05
C 3.84 1.48 0.16
N 2.93 1.25 -0.51
H 3.81 -0.77 1.66
H 5.14 -1.38 2.63
H 4.25 0.05 3.16
H 6.01 -0.12 0.65
H 6.48 0.67 2.15
H 5.70 2.35 0.52
H 4.61 2.30 1.90
C -1.27 -3.76 6.10
C -0.34 -4.96 6.16
C 1.00 -4.71 5.45
C 0.82 -4.41 4.04
N 0.66 -4.15 2.92
H -1.54 -3.52 5.07
H -2.20 -3.96 6.64
H -0.81 -2.87 6.55
H -0.82 -5.83 5.71
H -0.12 -5.21 7.20
H 1.65 -5.58 5.53
H 1.52 -3.86 5.91
*
```

Results of the Mulliken charge analysis, in e, for atoms 1 through 4:
1. C -1.24
2. C -0.12
3. C -0.94
4. I -0.14

Here is a 2-piece molecular cluster, C4H8N4O2S overall from the Open Molecules 2025 dataset. Energies are from ωB97M-V/def2-TZVPD.

## Properties
HOMO = -10.029 eV
Lowest unoccupied orbital energy = 0.015 Eh
Energy above the lowest of the compared OMol25 structures with the same formula, charge and spin = 101.8 kJ/mol
Frontier orbital gap = 10.4 eV
E_tot = -924.82269 Eh

Geometry as ORCA input:
```
! wB97M-V def2-TZVPD RIJCOSX def2/J DEFGRID3
* xyz 0 1
C -1.08 -1.96 -0.80
C -1.46 -1.03 0.04
S -2.03 0.65 -0.20
N -3.43 0.75 0.73
O -2.45 0.95 -1.57
O -0.99 1.40 0.42
H -0.83 -3.03 -0.86
H -1.14 -1.76 -1.87
H -1.35 -1.26 1.18
H -3.22 1.19 1.67
H -3.98 1.38 0.22
C 3.27 -0.57 0.82
N 3.90 0.08 -0.17
C 2.98 0.95 -0.59
N 1.88 0.75 0.10
N 2.04 -0.24 0.99
H 3.78 -1.39 1.17
H 3.05 1.66 -1.43
H 1.06 1.48 0.13
*
```

Results of the Mulliken charge analysis, in e, for atoms 1 through 4:
1. C -0.37
2. C -0.21
3. S 1.18
4. N -0.60